(1)
The following is a DFT calculation (ωB97M-V/def2-TZVPD) of a structure of composition C3H6EuO5.

HOMO level (alpha / beta): -0.096 / -0.096 Ha
energy relative to the best compared isomer or geometry (same formula, charge and spin): 0.000 eV
LUMO (alpha / beta): 1.83 / 1.85 eV
orbital gap (alpha / beta): 4.447 / 4.469 eV

The geometry in ORCA input format:
```
! RIJCOSX wB97M-V def2-TZVPD def2/J DEFGRID3
* xyz -1 9
C -0.9766 -1.1317 0.0858
C 0.2708 -0.3455 0.4849
O 1.4302 -0.9875 -0.0725
C 2.6151 -0.4391 0.1136
O 2.7577 0.6272 0.7754
O 3.6061 -0.9800 -0.4569
O -2.1089 -0.5571 0.6057
Eu 5.4373 0.6524 0.4224
H -0.8316 -2.1803 0.4343
H -0.9848 -1.1892 -1.0295
H 0.3668 -0.3140 1.5798
H 0.2101 0.6846 0.1063
H -3.6759 1.2913 -0.7220
O -4.2550 2.0092 -1.2663
H -3.8613 2.8596 -1.0610
*
```

Mulliken atomic charge list, values in e, 4 entries: -0.546 -0.199 -0.224 0.898

=====

(2)
The following is a DFT calculation (ωB97M-V/def2-TZVPD) of a structure of composition C66H61Cl5Ge2N2O2PtS5.

HOMO level (alpha / beta): -0.289 / -0.290 Ha
LUMO (alpha / beta): -2.41 / -2.42 eV
orbital gap (alpha / beta): 5.458 / 5.468 eV

The geometry in ORCA input format:
```
! RIJCOSX wB97M-V def2-TZVPD def2/J DEFGRID3
* xyz 0 1
Pt -0.9794 0.9942 -2.1276
C -7.5645 4.1854 1.4698
C -6.1071 4.0145 1.1232
C -5.1806 5.0006 1.4622
C -3.8361 4.8538 1.1658
C -3.4091 3.6966 0.5188
C -4.3137 2.7071 0.1556
C -5.6568 2.8744 0.4647
S -1.6907 3.4905 0.2092
O -1.1112 4.8076 0.1582
O -1.1978 2.5290 1.1309
N -1.6746 2.8066 -1.2829
C -1.5498 3.5004 -2.4684
C -1.9351 4.7922 -2.8113
C -1.7533 5.1588 -4.1285
C -1.1780 4.2698 -5.0478
C -0.7644 3.0400 -4.5946
N -0.9419 2.6758 -3.3185
H -7.9490 5.1312 1.0841
H -7.7055 4.1932 2.5514
H -8.1685 3.3780 1.0558
H -5.5222 5.8994 1.9638
H -3.1143 5.6203 1.4217
H -3.9673 1.8124 -0.3535
H -6.3658 2.0999 0.1866
H -2.3543 5.4563 -2.0683
H -2.0630 6.1449 -4.4540
H -1.0465 4.5383 -6.0854
H -0.2815 2.3177 -5.2444
C 2.0015 -0.5759 7.2552
C 2.3610 -0.4122 5.7981
C 2.2624 0.8234 5.1725
C 2.6936 1.0191 3.8633
C 2.5829 2.3912 3.2341
C 3.2426 -0.0619 3.1641
C 3.2686 -1.3329 3.7429
C 3.7939 -2.5241 2.9733
C 2.8296 -1.4870 5.0541
C 4.0858 0.2200 1.9490
C 5.4477 0.2670 2.2464
C 6.3845 0.6455 1.3054
C 5.9540 1.0242 0.0487
C 4.6031 0.9770 -0.2956
C 3.6430 0.5324 0.6473
Ge 1.7726 0.2215 0.1419
S 1.1278 1.6710 -1.4499
S 1.4569 -1.8154 -0.7349
Ge -0.4584 -1.5724 0.3651
S -1.9847 -0.6046 -0.9225
S 0.4229 -0.1712 1.8367
C -1.5272 -3.0765 0.9716
C -2.2624 -2.9936 2.1689
C -3.1919 -3.9882 2.4745
C -3.3843 -5.0652 1.6286
C -2.6668 -5.1405 0.4459
C -1.7543 -4.1494 0.0933
C -1.0062 -4.3164 -1.1955
C -1.5674 -3.9913 -2.4281
C -2.9998 -3.5322 -2.5721
C -0.7946 -4.1585 -3.5802
C 0.4964 -4.6633 -3.5320
C 1.3262 -4.8439 -4.7800
C 1.0197 -5.0196 -2.2931
C 0.2905 -4.8594 -1.1268
C 0.8667 -5.3156 0.1953
C -2.1376 -1.8693 3.1465
C -3.0225 -0.7877 3.0630
C -4.0612 -0.7036 1.9657
C -2.9459 0.2203 4.0183
C -2.0266 0.1675 5.0554
C -1.9473 1.2669 6.0858
C -1.1660 -0.9226 5.1227
C -1.1961 -1.9418 4.1793
C -0.2164 -3.0872 4.2665
C 4.3238 1.4922 -1.6759
C 4.5038 0.6742 -2.7943
C 4.7474 -0.8151 -2.6720
C 4.4479 1.2537 -4.0610
C 4.2155 2.6081 -4.2431
C 4.1917 3.2158 -5.6264
C 4.0372 3.4036 -3.1162
C 4.1005 2.8744 -1.8332
C 3.9292 3.7770 -0.6297
H 1.2974 0.1928 7.5801
H 2.8941 -0.4910 7.8801
H 1.5594 -1.5553 7.4507
H 1.8662 1.6708 5.7271
H 2.3546 3.1447 3.9883
H 1.7769 2.4167 2.4929
H 3.5047 2.6784 2.7243
H 3.5251 -2.4623 1.9160
H 3.3846 -3.4511 3.3799
H 4.8849 -2.5885 3.0293
H 2.8777 -2.4722 5.5125
H 5.7573 0.0241 3.2574
H 7.4379 0.6743 1.5593
H 6.6634 1.3726 -0.6948
H -3.7617 -3.9013 3.3932
H -4.0889 -5.8468 1.8902
H -2.8110 -5.9768 -0.2305
H -3.4403 -3.2382 -1.6203
H -3.6090 -4.3391 -2.9905
H -3.0644 -2.6803 -3.2531
H -1.2296 -3.8925 -4.5441
H 0.7232 -4.7304 -5.6805
H 1.7881 -5.8333 -4.7995
H 2.1347 -4.1076 -4.8175
H 2.0238 -5.4345 -2.2365
H 1.8627 -5.7362 0.0526
H 0.2307 -6.0780 0.6534
H 0.9476 -4.4927 0.9101
H -3.6499 -0.9900 0.9959
H -4.4459 0.3148 1.8809
H -4.9036 -1.3697 2.1696
H -3.6241 1.0659 3.9460
H -2.7999 1.9423 6.0111
H -1.0371 1.8574 5.9472
H -1.9226 0.8558 7.0970
H -0.4377 -0.9748 5.9251
H 0.1700 -3.1854 5.2815
H 0.6383 -2.9075 3.6041
H -0.6707 -4.0332 3.9703
H 5.1136 -1.0921 -1.6847
H 5.4716 -1.1497 -3.4170
H 3.8199 -1.3711 -2.8412
H 4.5932 0.6204 -4.9332
H 4.1831 2.4442 -6.3973
H 5.0712 3.8434 -5.7876
H 3.3113 3.8482 -5.7622
H 3.8572 4.4691 -3.2385
H 3.8338 4.8166 -0.9421
H 4.7777 3.6952 0.0526
H 3.0329 3.5181 -0.0610
Cl 1.0657 -0.3568 -4.4309
C -0.6170 -0.4371 -4.7613
C -1.5252 0.0166 -3.8209
C -2.8794 -0.0138 -4.1419
Cl -4.0587 0.6146 -3.0326
C -3.3243 -0.5032 -5.3661
Cl -5.0050 -0.5113 -5.7349
C -2.3986 -0.9566 -6.3011
Cl -2.9296 -1.5593 -7.8230
C -1.0415 -0.9084 -6.0053
Cl 0.1095 -1.4058 -7.1823
*
```

Mulliken atomic charge list, values in e, 4 entries: 2.279 -1.520 1.048 -0.790

=====

(3)
The following is a DFT calculation (ωB97M-V/def2-TZVPD) of the ion C3H8N3O with charge +1.

HOMO level (alpha / beta): -0.465 / -0.465 Ha
energy relative to the best compared isomer or geometry (same formula, charge and spin): 4.640 eV
LUMO (alpha / beta): -5.38 / -5.38 eV
orbital gap (alpha / beta): 7.271 / 7.269 eV

The geometry in ORCA input format:
```
! RIJCOSX wB97M-V def2-TZVPD def2/J DEFGRID3
* xyz 1 1
C -0.9338 -0.5531 -0.2877
C 0.1390 0.8952 0.2592
C 1.3601 1.1369 -0.4011
N -1.1574 -1.4065 0.5772
N -1.0823 -0.6586 -1.5915
N -0.6973 -1.6812 1.8120
O 1.5374 2.0944 -1.3139
H 0.2383 0.3807 1.3132
H -0.6807 1.5784 0.2026
H 2.0711 0.4298 -0.0470
H -0.9855 0.1997 -2.0283
H -1.3905 -1.5308 -2.0222
H 0.2810 -1.9802 1.7651
H -1.1733 -2.3069 2.4389
H 2.3628 2.5170 -1.4676
*
```

Mulliken atomic charge list, values in e, 4 entries: 0.601 -0.974 0.203 -0.106

=====

(4)
The following is a DFT calculation (ωB97M-V/def2-TZVPD) of an isolated molecule of C6H10O.

HOMO level: -0.318 Ha
energy relative to the best compared isomer or geometry (same formula, charge and spin): 2.159 eV
LUMO: 0.93 eV
orbital gap: 9.580 eV
structure (SMILES): C=C[C@]1(O)C[C@H]1C

The geometry in ORCA input format:
```
! RIJCOSX wB97M-V def2-TZVPD def2/J DEFGRID3
* xyz 0 1
C 0.5364 1.6687 -2.0266
C -0.3076 0.8556 -1.3695
C -0.8020 -1.2831 -0.0435
C -0.6639 -0.1859 0.8862
C 0.1595 -0.0961 -0.3804
C 0.0565 -0.3252 2.1481
O 1.5007 -0.2919 -0.2243
H 0.1819 2.3122 -2.8456
H 1.6067 1.7036 -1.7477
H -1.3230 0.6370 -1.5734
H -0.3753 -2.1922 0.1785
H -1.7998 -1.2835 -0.6123
H -1.5191 0.6185 0.9348
H -0.5190 -0.3727 3.0644
H 0.8727 0.3601 2.3055
H 0.4458 -1.4175 2.1714
H 1.9495 -0.7075 -0.8657
*
```

Mulliken atomic charge list, values in e, 4 entries: -0.774 -0.434 -1.069 0.463

=====

(5)
The following is a DFT calculation (ωB97M-V/def2-TZVPD) of an isolated molecule of C25H19ClN4O7.

HOMO level: -0.340 Ha
LUMO: -1.14 eV
orbital gap: 8.125 eV
structure (SMILES): O=C1c2ccccc2C(=O)N1CCCCN(C(=O)c1cc([N+](=O)[O-])cc([N+](=O)[O-])c1)c1ccc(Cl)cc1

The geometry in ORCA input format:
```
! RIJCOSX wB97M-V def2-TZVPD def2/J DEFGRID3
* xyz 0 1
O 2.6009 -0.1517 -2.0432
C 3.1553 -0.0109 -0.9795
N 3.5562 1.2063 -0.4554
C 4.1402 1.0908 0.8017
O 4.5619 2.0108 1.4529
C 4.1160 -0.3598 1.1121
C 4.5598 -1.0509 2.2195
C 4.4079 -2.4348 2.2211
C 3.8414 -3.0955 1.1425
C 3.3975 -2.3977 0.0234
C 3.5342 -1.0257 0.0286
H 2.9661 -2.9073 -0.8228
H 3.7419 -4.1700 1.1693
H 4.7427 -3.0033 3.0756
H 5.0088 -0.5312 3.0515
C 3.3381 2.4683 -1.1281
C 2.2697 3.3169 -0.4302
C 0.9832 2.5529 -0.1260
H 0.3167 3.2030 0.4441
H 1.2147 1.6841 0.4983
C 0.2380 2.0764 -1.3758
N -0.8953 1.2456 -0.9934
C -2.0807 1.8434 -0.7270
O -2.2694 3.0376 -0.8303
C -3.2017 0.9153 -0.3425
C -3.4654 -0.2501 -1.0513
C -4.5429 -1.0466 -0.6882
C -5.3804 -0.7043 0.3623
C -5.1145 0.4726 1.0448
C -4.0439 1.2865 0.6991
H -3.8731 2.2081 1.2368
N -5.9750 0.8590 2.1517
O -6.9606 0.1883 2.3450
O -5.6382 1.8190 2.8031
H -6.2158 -1.3322 0.6378
N -4.7865 -2.2758 -1.4235
O -5.7668 -2.9150 -1.1271
O -3.9823 -2.5760 -2.2756
H -2.8571 -0.5512 -1.8905
C -0.6020 -0.0899 -0.6243
C -0.7379 -0.4966 0.6993
C -0.4237 -1.7913 1.0674
C 0.0259 -2.6820 0.1052
C 0.1589 -2.2902 -1.2186
C -0.1485 -0.9934 -1.5799
H -0.0371 -0.6837 -2.6065
H 0.4962 -2.9935 -1.9625
Cl 0.4266 -4.2950 0.5658
H -0.5198 -2.1060 2.0944
H -1.0826 0.2072 1.4427
H -0.1492 2.9317 -1.9326
H 0.8881 1.4781 -2.0147
H 2.0505 4.1777 -1.0628
H 2.6819 3.6825 0.5117
H 4.2820 3.0204 -1.1414
H 3.0493 2.2293 -2.1537
*
```

Mulliken atomic charge list, values in e, 4 entries: -0.669 0.216 0.278 0.341

=====

DFT total energy (Ha)
-1204.407923, -11376.868409, -358.225928, -309.763039, -2169.879725
Max |F| (eV/Å)
3.4, 1.7, 3.3, 5.4, 1.2